Entry 1:
{"formula": "C36H31Cl7F3N6O10S3Ti", "method": "ωB97M-V with the def2-TZVPD basis set", "e_tot_ev": -218689.5778, "homo_lumo_gap_ev": [3.23, 4.11], "homo_energy_ev": [-0.28, -1.16], "total_charge": -2, "relative_energy_kj_mol": 216.34, "multiplicity": 2, "symbols": ["Ti", "O", "C", "O", "C", "C", "C", "C", "C", "C", "S", "H", "H", "H", "H", "Cl", "C", "C", "Cl", "C", "Cl", "C", "O", "C", "O", "C", "Cl", "N", "C", "C", "C", "C", "N", "C", "N", "N", "C", "O", "O", "H", "H", "H", "H", "H", "H", "H", "H", "H", "H", "H", "H", "H", "H", "F", "C", "F", "F", "S", "O", "O", "O", "Cl", "C", "C", "C", "C", "C", "C", "N", "C", "C", "N", "C", "O", "C", "C", "C", "Cl", "S", "C", "C", "C", "Cl", "C", "H", "H", "H", "H", "H", "H", "H", "H", "H", "H", "H", "H", "H"], "coordinates": [[-0.937, -1.500, -0.904], [0.971, -1.521, -4.046], [0.853, -2.177, -2.993], [0.643, -1.603, -1.861], [1.073, -3.643, -2.990], [1.809, -4.179, -4.049], [2.085, -5.527, -4.138], [1.610, -6.379, -3.139], [0.890, -5.873, -2.082], [0.575, -4.499, -1.976], [-0.412, -4.023, -0.637], [2.165, -3.486, -4.800], [2.658, -5.924, -4.967], [1.803, -7.445, -3.198], [0.526, -6.519, -1.294], [-6.564, -4.971, 0.075], [-5.235, -3.889, 0.289], [-5.025, -3.303, 1.527], [-6.100, -3.620, 2.843], [-3.936, -2.442, 1.716], [-3.667, -1.664, 3.238], [-3.063, -2.178, 0.670], [-1.998, -1.436, 0.727], [-3.332, -2.716, -0.627], [-2.504, -2.291, -1.537], [-4.391, -3.596, -0.793], [-4.645, -4.323, -2.338], [-3.983, 0.915, -0.294], [-2.797, 1.559, -0.842], [-2.927, 3.109, -0.882], [-1.651, 3.967, -1.008], [-0.539, 3.471, -1.925], [-1.012, 3.129, -3.251], [-0.501, 2.170, -4.035], [0.672, 1.622, -3.788], [-1.106, 1.949, -5.216], [-1.599, 1.113, 0.036], [-1.508, 1.536, 1.189], [-0.727, 0.390, -0.567], [-4.835, 1.332, -0.649], [-3.972, 0.967, 0.719], [-2.637, 1.165, -1.848], [-3.405, 3.401, 0.057], [-3.616, 3.365, -1.696], [-1.204, 4.056, -0.017], [-1.944, 4.972, -1.333], [-0.085, 2.593, -1.468], [0.222, 4.252, -1.999], [-1.888, 3.531, -3.536], [1.071, 1.778, -2.876], [0.871, 0.659, -4.165], [-2.067, 2.248, -5.274], [-0.991, 0.987, -5.584], [-3.781, 0.063, -4.690], [-3.681, -1.189, -4.131], [-4.390, -1.999, -4.931], [-4.328, -1.092, -2.975], [-1.807, -1.535, -4.067], [-1.509, -1.078, -5.422], [-1.591, -2.924, -3.852], [-1.461, -0.550, -3.038], [1.927, 5.210, 7.974], [2.117, 3.994, 6.750], [1.514, 4.153, 5.508], [1.664, 3.166, 4.559], [2.393, 1.998, 4.804], [2.548, 0.978, 3.706], [1.707, -0.306, 3.972], [1.456, -1.101, 2.790], [2.279, -2.044, 2.222], [1.733, -2.339, 1.005], [0.590, -1.603, 0.822], [0.467, -0.856, 1.892], [3.931, 0.616, 3.563], [4.617, 0.769, 2.318], [4.461, 2.129, 1.716], [3.874, 2.368, 0.508], [3.212, 1.202, -0.577], [3.799, 4.070, 0.168], [4.531, 4.448, 1.685], [4.828, 3.323, 2.384], [2.982, 1.877, 6.070], [3.895, 0.462, 6.480], [2.858, 2.856, 7.037], [0.944, 5.046, 5.295], [1.201, 3.284, 3.587], [2.174, 1.438, 2.787], [0.733, -0.012, 4.366], [2.247, -0.909, 4.700], [3.165, -2.402, 2.715], [2.067, -3.038, 0.258], [-0.320, -0.137, 2.060], [4.314, 0.000, 1.600], [5.662, 0.602, 2.588], [4.677, 5.478, 1.960], [5.282, 3.333, 3.364], [3.325, 2.739, 8.004]], "atomic_forces_ev_per_a": [[0.8, -1.2, 0.5], [0.6, 0.0, 0.3], [0.9, 0.7, -0.4], [2.8, 0.0, -1.5], [0.0, -0.6, 0.1], [0.0, 0.1, 0.1], [0.1, -0.1, -0.1], [0.0, 0.0, 0.0], [0.1, 0.1, -0.1], [0.0, 0.1, 0.1], [0.1, -0.7, 0.0], [0.0, 0.0, -0.1], [0.0, 0.0, 0.0], [0.0, 0.0, 0.0], [-0.1, -0.1, 0.0], [-0.2, -0.2, -0.1], [0.1, 0.2, 0.2], [0.1, 0.0, -0.3], [-0.2, -0.1, 0.2], [0.1, 0.0, -0.3], [0.1, 0.1, 0.2], [-0.3, -0.2, 0.2], [-1.3, -0.1, 1.5], [-0.2, 0.1, 0.3], [-2.6, -1.0, -0.1], [0.1, 0.1, 0.0], [0.0, 0.0, -0.1], [-0.1, 0.1, 0.0], [0.1, 0.0, 0.3], [0.2, -0.3, 0.0], [-0.2, -0.1, 0.0], [0.2, -0.1, 0.3], [0.0, -0.2, 0.0], [-0.2, 0.8, -0.3], [0.5, -1.3, -0.1], [-0.1, -1.0, -0.3], [0.4, 0.2, -0.5], [-0.1, 0.4, 0.0], [-0.1, 2.7, 0.5], [0.0, -0.1, 0.0], [0.0, 0.0, 0.0], [0.1, 0.0, 0.0], [-0.1, 0.1, -0.1], [-0.1, -0.1, 0.0], [0.0, 0.0, 0.0], [0.0, 0.1, 0.1], [0.0, -0.2, 0.0], [0.1, 0.0, 0.0], [0.0, -0.1, 0.0], [-0.1, -0.2, 0.1], [-0.4, 0.6, 0.5], [-0.1, -0.2, 0.1], [-0.2, 0.2, 0.3], [-0.1, 0.2, -0.1], [0.2, 0.3, 0.1], [0.2, -0.2, 0.0], [0.0, -0.1, 0.0], [-1.7, 0.7, -1.4], [0.3, 0.5, -0.1], [0.0, -0.1, 0.0], [0.2, -0.2, -0.2], [0.0, 0.1, 0.0], [0.0, -0.4, -0.3], [0.1, 0.3, 0.5], [0.2, -0.6, -0.2], [0.2, 0.5, 0.4], [0.1, -0.8, -0.6], [0.1, 0.3, -0.2], [0.1, 0.5, 0.0], [0.3, -0.2, -0.4], [0.1, 0.1, 0.2], [0.6, 0.4, 0.6], [-0.1, -0.1, -0.1], [-0.1, 0.1, 0.2], [-0.3, -0.1, 0.1], [-0.3, -0.5, -0.2], [0.0, 0.3, -0.1], [0.1, 0.3, 0.2], [0.0, -0.4, 0.2], [-0.2, -0.2, -0.3], [0.1, 0.5, 0.1], [-0.2, -0.2, -0.5], [0.1, -0.1, 0.3], [-0.2, 0.4, 0.1], [0.0, 0.0, 0.0], [0.0, 0.0, 0.0], [0.0, -0.1, -0.1], [0.1, 0.0, 0.2], [-0.1, 0.0, 0.1], [0.0, 0.0, 0.1], [-0.1, -0.1, 0.0], [-0.1, 0.0, 0.0], [-0.1, 0.0, 0.1], [0.0, -0.1, -0.1], [0.1, 0.1, 0.1], [0.0, 0.0, 0.1], [0.0, -0.1, 0.0]]}

***

Entry 2:
{"formula": "C36H31DyNO2PS", "method": "ωB97M-V with the def2-TZVPD basis set", "e_tot_ev": -87627.1644, "homo_lumo_gap_ev": [7.00, 6.94], "homo_energy_ev": [-7.35, -7.27], "multiplicity": 6, "symbols": ["Dy", "C", "C", "C", "C", "C", "C", "C", "C", "S", "C", "N", "C", "C", "C", "C", "C", "C", "C", "C", "H", "H", "H", "H", "H", "H", "H", "H", "H", "H", "H", "H", "H", "H", "H", "H", "O", "C", "O", "C", "C", "C", "C", "C", "C", "P", "C", "C", "C", "C", "C", "C", "C", "C", "C", "C", "C", "C", "H", "H", "H", "H", "H", "H", "H", "H", "H", "H", "H", "H", "H", "H", "H"], "coordinates": [[1.126, -0.998, -1.831], [-5.488, 3.280, -2.059], [-4.446, 2.140, -2.087], [-4.851, 1.123, -0.998], [-4.544, 1.465, -3.472], [-3.001, 2.613, -1.842], [-2.663, 3.954, -1.615], [-1.338, 4.366, -1.394], [-0.326, 3.395, -1.403], [1.364, 3.571, -1.169], [1.619, 1.856, -1.374], [0.477, 1.213, -1.605], [-0.612, 2.058, -1.623], [-1.950, 1.670, -1.843], [3.027, 1.284, -1.279], [4.142, 2.111, -1.026], [5.445, 1.596, -0.936], [5.679, 0.234, -1.095], [4.613, -0.618, -1.346], [3.322, -0.096, -1.433], [-6.499, 2.894, -2.237], [-5.288, 4.029, -2.833], [-5.505, 3.788, -1.087], [-5.889, 0.796, -1.130], [-4.763, 1.560, 0.003], [-4.228, 0.222, -1.019], [-5.572, 1.150, -3.686], [-3.915, 0.572, -3.544], [-4.233, 2.151, -4.269], [-3.425, 4.730, -1.602], [-1.107, 5.412, -1.220], [-2.141, 0.615, -2.012], [4.035, 3.184, -0.891], [6.277, 2.269, -0.740], [6.690, -0.160, -1.025], [4.771, -1.684, -1.474], [4.006, -3.198, -1.184], [2.746, -3.321, -1.060], [1.879, -3.123, -1.967], [2.257, -3.832, 0.273], [2.711, -5.109, 0.668], [2.314, -5.679, 1.873], [1.458, -4.978, 2.712], [1.010, -3.706, 2.344], [1.397, -3.103, 1.126], [0.832, -1.409, 0.708], [1.689, -0.313, 1.882], [1.294, 1.035, 1.970], [1.940, 1.930, 2.830], [3.011, 1.496, 3.605], [3.441, 0.176, 3.510], [2.792, -0.716, 2.648], [-0.911, -1.450, 1.250], [-1.380, -0.956, 2.477], [-2.737, -1.025, 2.810], [-3.647, -1.593, 1.924], [-3.202, -2.097, 0.705], [-1.847, -2.025, 0.373], [3.387, -5.648, 0.005], [2.675, -6.664, 2.150], [1.141, -5.412, 3.654], [0.359, -3.179, 3.036], [0.475, 1.403, 1.354], [1.614, 2.964, 2.876], [3.524, 2.190, 4.264], [4.296, -0.166, 4.086], [3.186, -1.728, 2.568], [-0.695, -0.524, 3.201], [-3.076, -0.636, 3.766], [-4.700, -1.650, 2.184], [-3.901, -2.550, 0.008], [-1.515, -2.432, -0.584], [1.376, -0.719, -3.847]], "atomic_forces_ev_per_a": [[1.8, -0.7, -4.7], [0.3, 0.2, 0.1], [-0.5, -0.2, -0.1], [0.1, -0.1, 0.1], [0.1, 0.0, -0.1], [0.6, -0.6, 0.0], [0.7, 0.5, 0.2], [-0.4, -0.6, -0.1], [-0.5, 0.6, 0.0], [0.8, 0.0, 0.1], [0.5, 0.1, 0.1], [1.0, 0.6, 0.5], [-1.5, -0.1, -0.2], [0.0, 0.4, 0.1], [0.8, -0.3, 0.1], [0.3, 0.4, 0.1], [-0.7, 0.3, 0.0], [-0.1, 0.0, -0.1], [0.3, 1.0, -0.1], [-2.3, -0.5, 0.2], [0.3, -0.1, 0.0], [0.0, -0.1, 0.1], [0.0, -0.1, -0.1], [0.1, 0.1, -0.1], [0.0, 0.0, -0.1], [0.0, 0.2, 0.0], [0.1, 0.1, 0.1], [0.0, 0.1, 0.1], [0.0, -0.1, 0.2], [0.1, -0.3, 0.0], [0.0, -0.2, 0.0], [-0.1, 0.1, 0.0], [-0.1, 0.0, 0.0], [-0.2, 0.0, 0.0], [-0.1, 0.1, 0.0], [0.0, 0.6, 0.0], [-3.3, -1.4, 0.4], [3.7, -0.4, 0.1], [-0.8, 0.7, 0.1], [-0.2, -0.3, 0.7], [-0.1, 0.3, 0.0], [0.1, 0.3, -0.5], [-0.2, 0.5, -0.1], [0.2, -0.1, -0.1], [0.3, -0.9, 0.3], [-0.2, -0.9, 3.3], [0.3, 0.6, 0.5], [0.1, 0.0, 0.1], [-0.1, -0.4, -0.3], [0.0, -0.2, -0.1], [-0.3, 0.0, -0.3], [0.1, 0.0, 0.0], [-0.7, 0.0, 0.3], [-0.2, -0.1, 0.0], [0.3, -0.1, -0.3], [0.1, 0.0, 0.0], [0.4, 0.0, 0.0], [-0.1, 0.2, 0.1], [-0.1, 0.2, 0.1], [0.0, 0.1, 0.0], [0.0, 0.1, -0.1], [0.0, 0.1, -0.1], [0.0, -0.1, 0.1], [0.0, -0.1, 0.0], [-0.1, -0.1, -0.1], [-0.1, 0.0, -0.1], [-0.2, 0.1, 0.0], [0.0, 0.0, -0.2], [0.1, -0.1, -0.1], [0.1, 0.0, 0.0], [0.1, 0.1, 0.1], [-0.1, 0.0, 0.1], [-0.5, 0.2, -0.1]]}

***

Entry 3:
{"formula": "C36H31N10O3S2Tc", "method": "ωB97M-V with the def2-TZVPD basis set", "e_tot_ev": -82745.7307, "homo_lumo_gap_ev": [7.29, 7.73], "homo_energy_ev": [-9.92, -10.18], "total_charge": 1, "relative_energy_kj_mol": 0.00, "multiplicity": 2, "symbols": ["Tc", "N", "C", "C", "C", "C", "C", "N", "C", "C", "C", "C", "C", "N", "H", "H", "H", "H", "H", "H", "H", "H", "H", "O", "S", "O", "N", "C", "C", "C", "C", "C", "C", "C", "C", "N", "C", "C", "C", "C", "C", "C", "C", "H", "H", "H", "H", "H", "H", "H", "H", "H", "H", "H", "O", "N", "C", "C", "C", "C", "C", "C", "C", "N", "C", "C", "N", "C", "H", "H", "H", "H", "H", "H", "H", "N", "C", "N", "S", "H", "H", "H", "H"], "coordinates": [[-1.112, 0.891, 0.771], [-0.797, 4.228, 0.948], [-0.890, 3.659, 2.201], [-0.890, 4.553, 3.283], [-0.948, 4.065, 4.561], [-1.013, 2.687, 4.756], [-1.020, 1.883, 3.649], [-0.963, 2.346, 2.382], [-0.709, 3.759, -0.341], [-0.565, 4.738, -1.335], [-0.465, 4.366, -2.650], [-0.508, 3.014, -2.973], [-0.658, 2.117, -1.950], [-0.762, 2.460, -0.647], [-0.675, 5.226, 0.996], [-0.836, 5.617, 3.095], [-0.941, 4.744, 5.403], [-1.051, 2.250, 5.742], [-1.068, 0.811, 3.753], [-0.531, 5.781, -1.050], [-0.349, 5.119, -3.418], [-0.413, 2.661, -3.988], [-0.679, 1.060, -2.155], [1.666, 2.571, 0.710], [2.025, 1.544, 1.653], [2.208, 1.934, 3.028], [0.891, 0.377, 1.524], [0.952, -0.688, 2.435], [2.041, -1.131, 3.156], [1.947, -2.262, 3.993], [0.782, -2.956, 4.146], [-0.376, -2.502, 3.478], [-1.645, -3.106, 3.617], [-2.730, -2.568, 2.984], [-2.560, -1.407, 2.212], [-1.389, -0.832, 2.054], [-0.284, -1.366, 2.649], [3.563, 0.845, 1.113], [3.630, -0.341, 0.404], [4.869, -0.826, 0.009], [6.023, -0.119, 0.316], [5.945, 1.072, 1.028], [4.713, 1.555, 1.438], [2.988, -0.620, 3.098], [2.835, -2.578, 4.524], [0.724, -3.828, 4.784], [-1.743, -3.988, 4.237], [-3.714, -3.002, 3.080], [-3.396, -0.917, 1.728], [2.724, -0.880, 0.167], [4.932, -1.761, -0.532], [6.988, -0.502, 0.012], [6.846, 1.617, 1.276], [4.638, 2.467, 2.015], [-2.782, 1.130, 0.825], [-6.981, -4.588, -6.267], [-6.187, -4.155, -5.560], [-5.191, -3.613, -4.676], [-3.962, -4.248, -4.535], [-3.004, -3.725, -3.685], [-3.270, -2.565, -2.971], [-4.498, -1.928, -3.108], [-5.454, -2.450, -3.958], [-2.279, -2.028, -2.096], [-1.054, -2.588, -1.784], [-0.448, -1.739, -0.918], [-1.279, -0.668, -0.693], [-2.365, -0.869, -1.407], [-3.757, -5.151, -5.092], [-2.054, -4.231, -3.597], [-4.728, -1.028, -2.557], [-6.409, -1.956, -4.066], [-0.718, -3.522, -2.192], [0.521, -1.808, -0.458], [-3.209, -0.202, -1.414], [4.353, 0.813, -3.536], [3.459, -0.137, -3.214], [3.792, -1.402, -3.534], [2.018, 0.244, -2.454], [5.257, 0.599, -3.921], [4.165, 1.751, -3.231], [4.673, -1.643, -3.954], [3.140, -2.131, -3.314]], "atomic_forces_ev_per_a": [[0.4, 0.1, 0.3], [-0.1, 0.1, 0.0], [0.1, 0.0, 0.1], [0.0, 0.0, 0.0], [0.0, 0.0, 0.0], [0.0, 0.0, 0.0], [0.0, 0.0, 0.0], [-0.1, 0.0, -0.1], [0.1, -0.1, 0.0], [0.0, 0.0, 0.0], [0.0, 0.1, 0.0], [0.0, -0.1, 0.0], [0.1, 0.0, 0.0], [-0.1, 0.0, 0.0], [0.0, 0.0, 0.0], [0.0, 0.0, 0.0], [0.0, 0.0, 0.0], [0.0, 0.0, 0.0], [0.0, 0.0, 0.0], [0.0, 0.0, 0.0], [0.0, 0.0, 0.0], [0.0, 0.0, 0.0], [0.0, 0.0, 0.0], [0.0, 0.0, 0.0], [-0.1, 0.0, 0.0], [0.0, 0.0, 0.0], [0.1, -0.1, -0.1], [-0.1, 0.0, 0.1], [0.0, 0.0, 0.0], [0.0, 0.0, 0.0], [0.0, 0.0, 0.0], [0.0, 0.0, 0.0], [0.0, 0.0, 0.0], [0.0, 0.0, 0.0], [0.0, 0.0, 0.0], [0.0, 0.1, 0.0], [0.0, 0.0, -0.1], [0.0, 0.0, 0.0], [0.0, 0.0, 0.0], [0.0, 0.0, 0.0], [0.0, 0.0, 0.0], [0.0, 0.0, 0.0], [0.0, 0.0, 0.0], [0.0, 0.0, 0.0], [0.0, 0.0, 0.0], [0.0, 0.0, 0.0], [0.0, 0.0, 0.0], [0.0, 0.0, 0.0], [0.0, 0.0, 0.0], [0.0, 0.0, 0.0], [0.0, 0.0, 0.0], [0.0, 0.0, 0.0], [0.0, 0.0, 0.0], [0.0, 0.0, 0.0], [-0.4, 0.0, -0.1], [0.0, 0.0, 0.0], [0.0, 0.0, 0.0], [0.0, 0.0, 0.0], [0.0, 0.0, 0.0], [0.0, 0.0, 0.0], [0.0, 0.0, 0.0], [0.0, 0.0, 0.0], [0.0, 0.0, 0.0], [0.0, 0.0, 0.0], [0.0, 0.0, 0.0], [0.0, 0.0, 0.0], [0.1, 0.1, 0.0], [0.0, 0.0, 0.0], [0.0, 0.0, 0.0], [0.0, 0.0, 0.0], [0.0, 0.0, 0.0], [0.0, 0.0, 0.0], [0.0, 0.0, 0.0], [0.0, 0.0, 0.0], [0.0, 0.0, 0.0], [0.0, 0.0, 0.0], [0.0, 0.0, 0.0], [0.0, 0.0, 0.0], [-0.1, -0.1, -0.2], [0.0, 0.0, 0.0], [0.0, 0.0, 0.0], [0.0, 0.0, 0.0], [0.0, 0.0, 0.0]]}